The following is a quantum chemistry calculation of C7H23AsF6O4 as an isolated structure, from the Open Molecules 2025 dataset.

XYZ file:
```
41
Properties=species:S:1:pos:R:3
O 0.186 0.358 -0.668
H 0.897 0.374 -0.024
H -0.024 -0.545 -0.921
H -0.617 0.822 -0.419
As 1.078 4.265 -1.581
F -0.129 5.553 -1.278
F -0.107 3.304 -2.490
F 2.327 2.979 -1.937
F 2.370 5.047 -0.569
F 0.515 3.405 -0.139
F 1.548 5.123 -3.069
C -1.062 1.926 2.369
C -2.366 1.570 1.574
O -2.041 0.788 0.434
H -0.380 1.088 2.513
H -1.207 2.353 3.362
H -0.416 2.654 1.879
H -2.958 2.442 1.297
H -3.143 1.129 2.199
H -2.861 0.749 -0.064
C 3.640 -0.160 -0.161
C 2.995 -1.135 0.787
O 1.684 -0.586 1.160
H 3.011 -0.023 -1.042
H 4.678 -0.412 -0.379
H 3.827 0.801 0.316
H 3.623 -1.367 1.648
H 2.709 -1.961 0.136
H 1.291 -1.005 1.929
C -1.829 -2.684 0.715
C -1.158 -3.359 -0.540
C -2.070 -4.090 -1.474
O -0.597 -2.275 -1.386
H -2.398 -3.372 1.341
H -2.503 -1.923 0.322
H -1.086 -2.308 1.419
H -0.334 -3.927 -0.107
H -2.734 -4.754 -0.921
H -1.650 -4.728 -2.252
H -2.753 -3.429 -2.008
H 0.043 -2.685 -1.973
```

## Properties
- ΔE to the lowest compared entry with this formula, charge and spin: 1.416 eV
- Spin multiplicity: 1
- Frontier orbital gap: 10.98 eV

=====

The following is a quantum chemistry calculation of C41H49MnN6O6SSeSi as an isolated structure, from the Open Molecules 2025 dataset.

XYZ file:
```
106
Properties=species:S:1:pos:R:3
Mn 0.753 0.428 0.006
C -3.902 3.064 -1.049
C -3.006 3.005 0.193
C -3.807 3.604 1.359
C -1.685 3.738 0.000
C -1.759 5.001 -0.578
C -0.630 5.769 -0.795
C 0.596 5.303 -0.363
C 0.723 4.063 0.254
C 2.034 3.712 0.921
C 3.271 4.193 0.170
C 2.013 4.266 2.351
C -0.413 3.236 0.370
N -0.248 1.886 0.835
C -0.875 1.555 2.013
O -1.400 2.311 2.805
C -0.897 0.070 2.242
C -1.463 -0.595 3.312
C -1.344 -1.978 3.344
C -0.668 -2.662 2.337
C -0.122 -1.920 1.312
N -0.280 -0.605 1.289
C 0.707 -2.449 0.169
O 0.945 -3.647 0.103
N 1.094 -1.473 -0.691
C 2.043 -1.931 -1.690
C 1.622 -2.324 -2.971
C 2.576 -2.639 -3.938
C 3.928 -2.620 -3.665
C 4.330 -2.336 -2.377
C 3.414 -2.018 -1.377
C 3.979 -1.861 0.015
C 4.494 -3.209 0.531
C 5.078 -0.798 0.057
C 0.184 -2.422 -3.460
C -0.799 -3.113 -2.522
C -0.279 -1.051 -3.954
H -4.728 2.357 -0.949
H -3.368 2.843 -1.970
H -4.343 4.056 -1.163
H -2.791 1.956 0.409
H -4.066 4.640 1.123
H -3.244 3.586 2.284
H -4.740 3.051 1.498
H -2.726 5.389 -0.875
H -0.714 6.741 -1.268
H 1.474 5.924 -0.478
H 2.106 2.636 0.994
H 3.355 5.283 0.162
H 3.265 3.828 -0.858
H 4.161 3.800 0.665
H 1.990 5.361 2.334
H 2.903 3.937 2.890
H 1.143 3.905 2.896
H -1.948 -0.027 4.093
H -1.766 -2.532 4.173
H -0.525 -3.733 2.346
H 2.231 -2.915 -4.929
H 4.652 -2.858 -4.436
H 5.382 -2.376 -2.121
H 3.187 -1.562 0.688
H 5.331 -3.571 -0.074
H 3.702 -3.959 0.509
H 4.837 -3.098 1.562
H 5.965 -1.125 -0.495
H 5.368 -0.597 1.086
H 4.725 0.139 -0.378
H 0.235 -3.068 -4.342
H -0.979 -2.541 -1.613
H -0.412 -4.083 -2.210
H -1.755 -3.259 -3.032
H -0.054 -0.289 -3.213
H -1.347 -1.043 -4.190
H 0.273 -0.774 -4.855
O 2.148 -1.070 2.889
S 2.349 0.350 2.696
O 3.692 0.828 2.869
O 2.127 0.523 1.039
O 1.317 1.185 3.269
Se -1.209 3.185 -3.930
N -2.518 2.019 -4.230
C -2.424 1.125 -3.268
C -3.356 0.067 -3.053
C -3.158 -0.715 -1.973
C -2.004 -0.523 -1.144
N -1.101 0.397 -1.301
C -1.334 1.300 -2.329
N -0.586 2.357 -2.513
H -4.190 -0.060 -3.731
H -3.826 -1.527 -1.724
H -1.854 -1.219 -0.329
C 3.249 1.186 -5.261
Si 3.638 2.126 -3.686
C 3.437 3.964 -4.020
C 5.391 1.766 -3.143
C 2.485 1.600 -2.386
C 1.770 1.166 -1.500
H 3.882 1.515 -6.090
H 2.204 1.334 -5.547
H 3.402 0.116 -5.106
H 4.094 4.295 -4.828
H 3.666 4.553 -3.130
H 2.406 4.188 -4.308
H 6.116 2.025 -3.918
H 5.489 0.703 -2.913
H 5.638 2.324 -2.237
```

## Properties
- Charge: -1
- ΔE to the lowest compared entry with this formula, charge and spin: 0.000 eV
- Spin multiplicity: 2
- Frontier orbital gap (alpha / beta): 6.17 / 6.62 eV

=====

The following is a quantum chemistry calculation of a 2-piece molecular cluster, C4H6N2O3S overall, from the Open Molecules 2025 dataset.

XYZ file:
```
16
Properties=species:S:1:pos:R:3
C -1.379 0.748 1.775
C -0.343 1.540 1.438
C -1.144 0.741 -0.455
C 0.773 -1.047 -1.775
N -1.863 0.272 0.580
N 1.623 -0.199 -2.115
O 2.029 -0.719 0.442
O -0.162 -1.988 0.492
O -0.217 1.527 0.093
S 1.127 -1.948 -0.168
H -1.803 0.491 2.721
H 0.352 2.122 2.008
H -0.156 -1.323 -2.271
H 1.455 0.334 -2.964
H 2.304 -0.140 -0.291
H -2.597 -0.410 0.489
```

## Properties
- ΔE to the lowest compared entry with this formula, charge and spin: 2.201 eV
- Spin multiplicity: 1
- Frontier orbital gap: 9.54 eV

=====

The following is a quantum chemistry calculation of an isolated ion of composition C6H6N3 and charge +1, from the Open Molecules 2025 dataset.

XYZ file:
```
15
Properties=species:S:1:pos:R:3
C -0.135 -1.982 -1.800
C -0.846 -1.886 -0.584
C 0.853 1.661 0.298
C -0.092 1.174 1.192
C 1.295 1.062 -0.882
C -0.775 -0.038 1.143
N 0.660 -0.979 -2.059
N 0.797 -0.047 -1.302
N -0.639 -0.846 0.138
H -0.237 -2.786 -2.502
H -1.551 -2.671 -0.341
H 1.335 2.591 0.558
H -0.317 1.800 2.044
H 2.104 1.521 -1.450
H -1.418 -0.320 1.976
```

## Properties
- Charge: +1
- ΔE to the lowest compared entry with this formula, charge and spin: 3.237 eV
- Spin multiplicity: 1
- Frontier orbital gap (alpha / beta): 7.26 / 7.26 eV

=====

The following is a quantum chemistry calculation of C5H3N3 as an isolated structure, from the Open Molecules 2025 dataset.

XYZ file:
```
11
Properties=species:S:1:pos:R:3
C -1.139 -0.358 -0.350
C 0.115 -0.429 -1.231
C 0.937 0.306 -0.595
C 0.252 0.559 0.771
C 1.180 1.171 1.712
H -2.950 -1.473 0.065
H 0.445 -1.292 -2.099
H 2.160 0.483 -0.643
N -2.075 -1.230 -0.681
N -1.034 0.333 0.899
N 2.111 1.930 2.153
```

## Properties
- ΔE to the lowest compared entry with this formula, charge and spin: 4.169 eV
- Spin multiplicity: 1
- Frontier orbital gap: 9.17 eV

=====

The following is a quantum chemistry calculation of C9H14AsN2O5P2 as an isolated structure, from the Open Molecules 2025 dataset.

XYZ file:
```
33
Properties=species:S:1:pos:R:3
C 1.262 3.728 2.324
C 0.783 2.490 2.296
As 0.033 0.602 1.965
C -0.520 1.229 0.122
O -1.308 0.233 -0.645
C -0.541 -0.204 -1.791
C 0.268 -1.545 -1.833
C 1.070 -1.930 -3.123
C 1.103 -1.059 -4.459
C 0.284 0.312 -4.407
C -0.518 0.692 -3.112
O -1.542 1.170 2.791
N -2.579 1.281 1.956
O -3.590 1.361 2.634
P 2.087 -0.099 1.171
O 3.292 0.301 2.110
P -0.729 -1.562 1.626
N -2.375 -1.800 2.246
O 0.263 -2.515 2.716
H 1.376 4.855 2.106
H 0.531 0.159 3.396
H 0.471 1.342 -0.484
H -0.994 2.287 0.093
H 0.309 -2.264 -0.930
H 1.688 -2.902 -3.158
H 1.698 -1.389 -5.401
H 0.300 0.985 -5.353
H -1.096 1.681 -3.075
H 2.104 -1.541 1.116
H 2.433 0.384 -0.134
H -2.994 -1.325 1.547
H -2.570 -2.816 2.080
H 0.002 -2.143 3.609
```

## Properties
- Charge: -1
- Spin multiplicity: 1
- Frontier orbital gap: 7.04 eV

=====

The following is a quantum chemistry calculation of C5H9IrO2 as an isolated structure, from the Open Molecules 2025 dataset.

XYZ file:
```
17
Properties=species:S:1:pos:R:3
C 2.360 1.016 -1.134
O 1.031 0.540 -0.883
C 0.097 1.488 -0.514
C -1.131 1.071 -0.204
O -1.394 -0.266 -0.303
C -1.692 -1.054 0.952
C -0.663 -2.153 1.050
Ir 0.327 -1.333 -0.625
H 3.030 0.158 -1.026
H 2.418 1.412 -2.154
H 2.617 1.788 -0.399
H 0.395 2.531 -0.604
H -2.723 -1.399 0.811
H -1.657 -0.324 1.771
H -1.114 -3.152 0.983
H -0.080 -2.085 1.979
H -1.819 1.762 0.299
```

## Properties
- Charge: +2
- ΔE to the lowest compared entry with this formula, charge and spin: 0.000 eV
- Spin multiplicity: 5
- Frontier orbital gap (alpha / beta): 9.54 / 6.02 eV

=====

The following is a quantum chemistry calculation of one molecule with the formula C3H6Cl2Si, from the Open Molecules 2025 dataset.

XYZ file:
```
12
Properties=species:S:1:pos:R:3
Si 0.361 -1.457 1.766
C 0.337 -0.544 0.093
C -0.521 0.380 -0.256
C -0.326 1.368 -1.559
Cl -0.898 3.032 -1.204
Cl -0.971 0.703 -3.088
H 0.824 -2.821 1.292
H -0.685 -1.586 2.636
H 1.386 -0.503 2.475
H 1.140 -0.728 -0.541
H -1.355 0.790 0.268
H 0.708 1.367 -1.882
```

## Properties
- SMILES: [SiH3]/C=C/C(Cl)Cl
- ΔE to the lowest compared entry with this formula, charge and spin: 4.775 eV
- Spin multiplicity: 1
- Frontier orbital gap: 11.18 eV